[1]
# C4H9N3

An isolated ion of composition C4H9N3 and charge +2 at a distorted geometry (ωB97M-V/def2-TZVPD, the OMol25 dataset).

```
16
Properties=species:S:1:pos:R:3:forces:R:3
N -2.847520 0.016839 -0.046457 3.2 -0.8 -0.3
C -1.675201 0.669168 0.041400 -0.6 2.6 1.4
N -0.389282 0.299818 0.037257 2.2 2.6 -1.1
C 1.076734 1.364503 -0.116304 -4.0 -4.9 1.3
N 2.022616 0.560538 0.061076 -1.9 1.7 -1.2
C 1.697794 -0.852070 -0.002075 2.1 -1.5 -1.9
C 0.157764 -1.004598 0.006055 0.5 -2.0 1.9
H -3.740324 0.391283 0.209602 -0.2 1.0 0.1
H -2.911390 -0.975307 -0.291818 0.3 0.3 0.1
H -1.662305 1.765385 0.360553 -1.0 -1.4 -0.9
H 1.028032 2.372341 -0.307529 -0.2 2.5 -0.2
H 2.937518 0.976661 0.136309 1.0 -0.3 -0.1
H 2.282208 -1.225394 0.785170 0.1 -1.3 1.6
H 2.309558 -1.320796 -0.934933 -1.9 1.2 1.7
H -0.052080 -1.463183 -0.950882 -0.6 -0.7 0.1
H -0.234123 -1.575181 1.012572 1.1 1.0 -2.8
```
Forces are in eV/Å.

Summary:
- Calculated total energy: -321.3222 Eh
- 2S+1: 1
- Energy above the lowest of the compared OMol25 structures with the same formula, charge and spin: 2.1294 eV
- LUMO energy: -9.86 eV
- Charge: +2



[2]
# C12H17Br9Cl2O4

C12H17Br9Cl2O4 as an isolated structure at a distorted geometry (ωB97M-V/def2-TZVPD, the OMol25 dataset).

```
44
Properties=species:S:1:pos:R:3:forces:R:3
O -6.433616 -46.921944 -5.903337 0.1 -0.2 1.2
C -6.677679 -46.979697 -4.714255 -0.5 -0.1 -0.8
O -7.296311 -48.054463 -4.161649 0.1 0.3 -0.1
C -7.612173 -47.828179 -2.765235 1.0 0.3 -0.2
C -6.720177 -46.650129 -2.333964 -1.0 0.8 -0.6
C -6.488247 -45.892655 -3.666714 0.6 -1.3 0.2
H -7.364674 -48.744962 -2.236884 -0.3 0.0 0.0
H -8.664316 -47.569006 -2.664937 -0.1 -0.2 -0.1
H -5.780511 -46.947477 -1.884098 0.0 -0.1 0.0
H -7.278882 -46.007000 -1.653625 0.2 -0.1 0.3
H -5.457818 -45.545843 -3.714921 -0.2 0.4 -0.2
H -7.214270 -45.122549 -3.918986 0.1 0.2 0.2
O -1.973991 -41.264100 -3.383274 0.1 0.1 0.5
C -2.470007 -41.046502 -4.439591 -0.2 0.0 -0.9
O -2.029882 -41.670162 -5.573560 -0.1 -0.1 -0.3
C -2.790844 -41.212586 -6.728090 0.8 0.0 0.1
C -4.108713 -40.772959 -6.124924 -0.6 0.4 -0.4
C -3.637323 -40.135313 -4.822594 0.1 -0.6 0.3
H -2.818110 -42.004900 -7.474886 -0.2 -0.2 0.3
H -2.184999 -40.414432 -7.184623 -0.5 0.2 0.2
H -4.772905 -41.622455 -5.937799 0.4 -0.2 0.2
H -4.716956 -40.126097 -6.763316 0.4 0.2 0.0
H -4.367337 -40.157202 -4.017981 0.0 0.2 0.0
H -3.246818 -39.125446 -4.963011 -0.1 0.0 0.0
C 0.006193 -43.567771 -7.689175 -0.2 -0.3 -0.4
Cl -0.724089 -43.884701 -9.286586 0.1 0.2 0.1
Cl 1.764071 -43.615304 -7.781487 0.0 0.1 0.1
H -0.334438 -42.610961 -7.323112 0.1 0.2 -0.1
H -0.348712 -44.352272 -7.039008 0.1 -0.1 0.2
C -7.807058 -44.321354 -7.975571 -0.5 0.0 -0.4
Br -8.480368 -44.835449 -9.723303 0.1 0.1 0.2
Br -9.037297 -44.858489 -6.589658 0.1 0.1 -0.1
Br -7.469527 -42.417563 -7.888071 0.1 -0.3 0.0
H -6.883508 -44.865696 -7.871196 0.2 0.1 0.3
C -3.807811 -46.313463 -7.537909 0.8 -0.3 -0.6
Br -4.459309 -47.497749 -8.921672 -0.1 0.1 0.2
Br -4.150517 -44.480757 -8.032268 0.0 -0.2 0.3
Br -1.912772 -46.680880 -7.231724 -0.4 0.1 0.0
H -4.290012 -46.557055 -6.612369 -0.5 0.1 0.1
C -3.614211 -50.655397 -6.979839 0.4 -0.3 0.4
Br -2.975802 -51.516785 -8.588497 -0.2 0.2 0.2
Br -2.204305 -50.633119 -5.631403 -0.2 -0.1 -0.2
Br -5.224654 -51.464724 -6.295476 0.2 0.1 -0.1
H -3.811296 -49.615210 -7.176065 -0.2 0.0 -0.3
```
Forces are in eV/Å.

Summary:
- Calculated total energy: -24854.9077 Eh
- 2S+1: 1
- Energy above the lowest of the compared OMol25 structures with the same formula, charge and spin: 0.0000 eV
- LUMO energy: -0.19 eV



[3]
# C3H3Cl2NO

C3H3Cl2NO in the gas phase at a distorted geometry (ωB97M-V/def2-TZVPD, the OMol25 dataset).

```
10
Properties=species:S:1:pos:R:3:forces:R:3
Cl -3.244872 -0.314116 -0.042916 -0.7 0.5 -0.6
C -1.822289 0.056525 0.913884 0.5 -1.6 0.1
Cl -2.008121 -1.028897 2.358300 0.3 0.1 0.2
C -0.523295 -0.227863 0.132061 -0.8 -1.6 -0.3
C 0.158959 1.137546 0.224321 -1.8 -2.6 0.2
N -0.561476 1.912247 0.911771 1.1 2.0 -0.2
O -1.732510 1.336022 1.345459 -0.4 0.7 0.3
H -0.852208 -0.528555 -0.932377 1.1 0.3 1.6
H -0.124773 -1.119822 0.739241 0.4 1.4 -1.5
H 1.056383 1.358271 -0.311249 0.4 0.7 0.3
```
Forces are in eV/Å.

Summary:
- Calculated total energy: -1166.4164 Eh
- 2S+1: 1
- Energy above the lowest of the compared OMol25 structures with the same formula, charge and spin: 1.8931 eV
- LUMO energy: 0.76 eV



[4]
# C11H41CaN8O10

C11H41CaN8O10 as an isolated structure at a distorted geometry (ωB97M-V/def2-TZVPD, the OMol25 dataset).

```
71
Properties=species:S:1:pos:R:3:forces:R:3
Ca -0.971233 -2.407058 -1.779798 -0.4 1.5 0.8
C 1.301078 0.069636 -0.110607 0.8 0.0 -0.1
C -0.132181 0.153422 0.345663 -0.4 0.7 0.3
O -0.914766 -0.940244 -0.010450 -0.2 -0.4 -0.4
H 1.381213 -0.009054 -1.195456 -0.2 -0.1 0.0
H 1.826396 -0.789194 0.317489 -0.2 -0.1 0.0
H 1.898374 0.946427 0.155489 -0.2 0.1 0.2
H -0.550486 1.124407 -0.014981 0.0 -0.3 -0.4
H -0.196573 0.344309 1.434364 0.3 -0.4 0.1
C -1.042542 1.743759 4.027892 -0.4 0.3 -1.0
O -0.975746 2.508068 5.214460 0.0 -0.4 0.0
H -0.849928 2.399231 3.166265 0.3 -0.2 0.0
H -0.385959 0.866745 3.985578 0.2 0.2 0.3
H -2.048231 1.367471 3.827005 -0.1 0.1 0.6
H -0.219713 3.093138 5.125251 0.0 0.0 0.2
C 3.492121 -3.522405 2.822327 -0.2 0.5 0.1
O 3.866125 -2.802884 1.657364 -0.2 -0.2 0.0
H 3.907131 -4.524319 2.778362 0.1 0.0 -0.1
H 3.847207 -2.998270 3.715040 0.1 -0.2 0.1
H 2.401307 -3.603184 2.914200 0.0 -0.1 -0.1
H 3.440985 -1.939470 1.725466 0.1 0.1 0.0
C 4.577955 1.199178 -2.005472 0.5 -0.9 0.3
O 3.727484 1.401172 -3.133557 0.1 -0.1 0.1
H 4.831396 2.125691 -1.496428 -0.2 0.2 -0.2
H 4.136276 0.500348 -1.287187 -0.3 0.3 0.0
H 5.502677 0.691350 -2.296085 0.1 0.3 -0.1
H 4.191593 1.023352 -3.884651 -0.1 0.1 -0.1
C 2.722944 1.001352 3.256315 -0.8 -0.9 1.0
O 3.388968 -0.097583 2.649420 0.2 0.1 -0.2
H 3.323397 1.905046 3.318658 -0.1 0.2 -0.4
H 1.754939 1.094992 2.766091 0.3 0.5 -0.5
H 2.421100 0.731539 4.280446 0.3 0.1 0.0
H 4.277753 -0.153172 3.013708 0.0 -0.1 0.0
C -4.131856 -1.164278 1.382311 1.4 -0.4 0.2
O -3.261892 -0.054232 1.549836 -0.4 0.9 0.2
H -5.149174 -0.949379 1.691214 0.0 0.4 0.0
H -4.095488 -1.495531 0.339987 -0.3 -0.2 0.0
H -3.723812 -1.944494 2.036051 -0.5 -0.4 -0.2
H -2.400222 -0.253853 1.156108 -0.1 -0.5 -0.1
C -1.027451 4.183563 -1.829608 0.7 0.6 0.2
O -0.989120 5.198137 -2.503869 -0.3 -0.4 0.1
N -0.944108 4.218391 -0.454587 -0.1 -0.2 -0.4
N -1.050236 2.923940 -2.369032 -0.3 0.1 0.1
H -1.145003 3.418823 0.116435 0.1 0.0 0.1
H -0.660051 5.081638 -0.031154 -0.2 0.1 0.0
H -0.914978 2.107084 -1.804261 0.0 -0.1 -0.1
H -1.324398 2.827543 -3.327604 0.1 0.0 0.0
C -0.103043 0.117123 -3.983214 0.1 1.7 0.2
O -0.190369 -0.712140 -3.064900 0.1 -0.9 -0.4
N 0.959219 0.954414 -3.997973 -0.2 -1.1 0.0
N -1.092662 0.361500 -4.879506 0.4 -0.2 0.2
H 1.085271 1.738082 -4.612132 0.0 0.0 0.0
H 1.712348 0.662902 -3.392524 0.3 0.5 -0.1
H -0.918316 0.990437 -5.642388 -0.2 0.0 -0.1
H -1.995605 -0.058897 -4.749663 0.0 -0.1 -0.1
C -3.601770 -0.064795 -2.339295 -0.2 0.6 0.8
O -2.902991 -1.067822 -2.543890 0.0 -1.0 -0.1
N -3.270296 0.836576 -1.384673 -0.1 -0.8 -1.1
N -4.753602 0.154408 -3.018738 0.4 -0.1 -0.2
H -3.717695 1.733967 -1.371573 0.2 0.1 0.5
H -2.484752 0.549480 -0.818583 0.0 0.4 0.2
H -5.269393 1.009289 -2.918948 -0.2 -0.1 0.0
H -5.038937 -0.545490 -3.678719 -0.1 0.1 -0.1
C -0.295508 -4.122804 0.935463 0.8 -0.4 0.6
O -0.479744 -4.108758 -0.307889 -0.3 0.5 -0.2
N -0.319955 -3.024412 1.701242 -0.4 -0.1 -0.6
N 0.039240 -5.296433 1.533697 -0.2 0.4 -0.3
H -0.552013 -2.143883 1.208168 0.0 0.1 0.1
H 0.013263 -3.050626 2.647373 -0.1 0.0 0.0
H 0.145657 -6.086432 0.923413 -0.1 -0.1 0.1
H -0.081626 -5.426814 2.521242 0.1 -0.1 0.0
```
Forces are in eV/Å.

Summary:
- Calculated total energy: -2311.7881 Eh
- 2S+1: 1
- Energy above the lowest of the compared OMol25 structures with the same formula, charge and spin: 0.0000 eV
- LUMO energy: -2.79 eV
- Charge: +1



[5]
# C4H5N3

C4H5N3 as an isolated structure at a distorted geometry (ωB97M-V/def2-TZVPD, the OMol25 dataset).

```
12
Properties=species:S:1:pos:R:3:forces:R:3
C -0.508457 -0.568121 -0.911460 -2.4 -6.2 -8.2
C 0.982598 -0.909650 -0.689230 1.4 3.3 -0.5
C -0.997883 1.342265 1.003657 5.2 -4.1 -3.4
C -0.478011 0.514736 -0.068336 -0.6 3.0 6.2
H -1.000131 -1.592668 -0.624347 0.0 2.3 0.1
H -0.886207 -0.509365 -2.057098 0.9 0.4 2.5
H 0.933491 -1.881286 -0.303618 1.2 -1.3 0.8
H 1.917871 -0.638770 -1.403439 -2.6 -0.8 1.6
H -1.841648 1.737512 1.263203 -4.9 2.2 0.9
N 0.730837 0.178228 0.384150 2.6 1.0 -0.2
N 1.138303 0.907474 1.554986 -1.6 -2.7 -1.9
N 0.009236 1.419644 1.851532 0.8 2.8 2.2
```
Forces are in eV/Å.

Summary:
- Calculated total energy: -319.5115 Eh
- 2S+1: 1
- Energy above the lowest of the compared OMol25 structures with the same formula, charge and spin: 5.4604 eV
- LUMO energy: 0.71 eV



[6]
# C11H15N

A 2-piece molecular cluster, C11H15N overall at a distorted geometry (ωB97M-V/def2-TZVPD, the OMol25 dataset).

```
27
Properties=species:S:1:pos:R:3:forces:R:3
C -3.013020 -2.116053 -0.027733 -0.7 0.5 0.7
C -2.322856 -0.898337 0.503031 -0.3 0.2 -0.7
C -2.226962 -0.395656 1.760215 -0.1 0.0 0.1
N -1.632277 0.847602 1.723176 -0.3 0.8 -0.3
C -1.388460 1.200899 0.419072 0.6 -0.5 0.0
C -0.733457 2.312211 -0.110255 -0.4 0.1 -0.6
C -0.276101 2.239201 -1.421074 -0.3 0.4 0.8
C -0.578315 1.132639 -2.210205 0.6 -1.3 0.2
C -1.321863 0.074251 -1.700626 0.0 0.5 -0.7
C -1.731631 0.087893 -0.374180 0.0 0.1 0.4
H -3.565635 -2.606928 0.779519 0.7 -0.5 0.0
H -2.312529 -2.736445 -0.580208 -0.2 -0.4 0.1
H -3.858539 -1.839125 -0.667690 0.4 0.2 -0.4
H -2.552534 -0.793000 2.705833 0.0 -0.2 0.0
H -1.395787 1.460288 2.479743 -0.2 -0.2 0.3
H -0.698266 3.274651 0.375587 0.4 -0.1 0.6
H 0.322669 3.088024 -1.724711 -0.1 -0.1 -0.6
H -0.050840 0.852756 -3.115342 -0.2 0.9 -0.4
H -1.516011 -0.723864 -2.407644 -0.1 -0.3 0.4
C 3.250215 -0.800646 0.011771 1.1 -0.7 0.1
C 4.380143 -0.301865 0.907302 -0.1 1.2 -0.1
H 2.661695 -1.601980 0.460237 -0.5 0.6 0.4
H 2.690546 0.031800 -0.389279 -0.5 -0.2 -0.2
H 3.748544 -1.383541 -0.771278 -0.2 0.5 -0.5
H 5.078958 0.319429 0.342369 0.2 -0.4 -0.3
H 4.906913 -1.126323 1.323206 0.6 -0.6 0.4
H 4.135398 0.402120 1.709164 -0.6 -0.4 0.1
```
Forces are in eV/Å.

Summary:
- Calculated total energy: -482.8851 Eh
- 2S+1: 1
- Energy above the lowest of the compared OMol25 structures with the same formula, charge and spin: 0.8196 eV
- LUMO energy: 0.90 eV



[7]
# C16H20N4O4Os

C16H20N4O4Os as an isolated structure at a distorted geometry (ωB97M-V/def2-TZVPD, the OMol25 dataset).

```
45
Properties=species:S:1:pos:R:3:forces:R:3
N 1.389082 3.026113 -0.331945 -0.5 0.1 -0.1
C 0.823026 4.029164 -0.271336 1.0 -0.6 0.6
C 0.237420 5.298733 0.042811 -0.4 0.4 0.0
H -0.851200 5.202595 -0.024351 0.1 0.3 0.1
H 0.597973 6.058467 -0.651325 -0.1 0.1 0.0
H 0.547182 5.558266 1.063249 -0.1 0.1 -0.2
N 2.564381 -1.593650 -0.657924 0.9 -0.6 -1.6
C 3.330144 -2.020822 -1.438195 0.2 -0.6 3.3
C 4.511230 -2.843976 -1.305647 1.3 -0.4 -1.2
H 5.325350 -2.475712 -1.933514 0.0 -0.4 -0.1
H 4.254352 -3.886909 -1.533895 0.2 0.1 -0.2
H 4.788501 -2.749704 -0.256133 0.1 -0.1 0.0
N -2.162988 -1.926826 -0.232832 -0.3 0.4 -0.1
C -3.316576 -1.970781 -0.237772 0.7 -0.7 0.8
C -4.694734 -2.191840 0.069114 -0.6 0.0 -0.1
H -4.714894 -2.922417 0.887521 -0.2 0.1 -0.1
H -5.225141 -2.593596 -0.795048 -0.2 0.1 0.0
H -5.118245 -1.234443 0.381783 -0.3 -0.2 0.0
Os 0.801439 -0.417605 -0.572639 -2.0 1.1 -1.4
C 0.222538 -1.777468 0.683595 -1.0 -3.5 5.0
O -0.071303 -2.421955 1.600082 1.1 2.0 -3.4
C 1.951507 0.533294 0.627937 4.1 2.7 5.7
O 2.622402 0.967693 1.462569 -2.4 -1.5 -3.2
C 0.950821 1.224870 -2.362783 1.3 0.4 0.2
C -0.346968 1.253833 -1.870315 -1.3 0.6 -1.0
C -1.099306 0.081108 -1.855054 -1.1 0.8 -1.1
C -0.541346 -1.118532 -2.301329 0.0 -1.2 -0.2
C 0.804141 -1.175828 -2.684621 0.4 0.0 -1.6
C 1.572917 0.010931 -2.664632 0.2 -0.5 -1.7
H 1.563952 2.114816 -2.417876 -0.2 0.1 0.1
H -0.822451 2.178523 -1.557406 0.3 -0.1 0.0
H -2.136758 0.141594 -1.551703 0.2 -0.2 0.1
H -1.096198 -2.046507 -2.273395 -0.2 0.1 -0.1
H 1.245766 -2.129514 -2.951882 -0.1 0.1 -0.1
H 2.632985 -0.000998 -2.900777 -0.2 0.1 -0.2
N -1.278805 -0.066337 4.141516 -0.4 0.1 0.0
C -0.433715 0.294895 3.000660 -0.9 -0.3 -0.1
C -1.357733 0.349846 1.744891 3.1 1.2 -2.5
O -2.540489 0.054184 1.973843 -0.6 -0.3 -0.3
O -0.790703 0.726178 0.663412 -2.3 -0.5 2.9
H -2.231372 0.225512 3.920047 -0.3 0.2 0.9
H -0.971881 0.352010 4.996748 0.2 0.7 1.1
H -1.312496 -1.051666 4.319472 0.0 -1.2 0.1
H -0.058011 1.279223 3.116660 0.2 1.3 0.1
H 0.436206 -0.344754 2.938424 -0.1 -0.4 -0.4
```
Forces are in eV/Å.

Summary:
- Calculated total energy: -1230.4353 Eh
- 2S+1: 5
- Energy above the lowest of the compared OMol25 structures with the same formula, charge and spin: 2.4752 eV
- LUMO energy (alpha / beta): -13.95 / -18.26 eV
- Charge: +4



[8]
# C5H10N2

C5H10N2 in the gas phase at a distorted geometry (ωB97M-V/def2-TZVPD, the OMol25 dataset).

```
17
Properties=species:S:1:pos:R:3:forces:R:3
C 2.600431 1.906659 -1.495368 -4.2 -0.5 -1.3
N 2.355218 0.944161 -0.714480 0.6 -0.7 0.7
C 1.141064 0.210022 -0.505178 -0.3 2.8 -0.7
C 0.125530 0.765235 0.179062 -0.7 -2.7 -0.2
C -1.250689 0.021812 0.040515 -1.0 -0.1 -0.2
C -1.919061 -1.200793 0.992215 4.8 2.0 -2.1
N -0.819200 -2.189997 1.265307 -3.5 -0.5 -0.9
H 1.790963 2.263163 -2.321178 1.7 -0.7 1.7
H 3.429628 2.556266 -1.380862 1.1 0.1 0.1
H 0.847332 -0.704072 -0.972195 1.0 -0.6 -0.8
H 0.344325 1.600380 0.791021 -0.4 1.0 0.4
H -1.155037 -0.577675 -0.919246 -0.2 1.0 0.9
H -2.051279 0.818227 -0.117766 0.9 -1.1 0.1
H -2.545641 -1.602824 0.260246 -1.6 -0.7 -0.5
H -2.376784 -0.799062 1.864782 -0.4 -0.1 0.7
H -0.577521 -1.974020 2.150772 0.7 0.2 4.2
H 0.060713 -2.037476 0.882345 1.4 0.8 -2.1
```
Forces are in eV/Å.

Summary:
- Calculated total energy: -305.8947 Eh
- 2S+1: 1
- Energy above the lowest of the compared OMol25 structures with the same formula, charge and spin: 3.5157 eV
- LUMO energy: 1.04 eV